No. 1
This record from the OMol25 dataset describes a 3-piece molecular cluster, CH5NOSi overall in a non-equilibrium geometry. The level of theory is ωB97M-V with the def2-TZVPD basis set.

Results
Maximum force ... 2.70 eV/A
SMILES ... O=[SiH2].[H][H].C#N
ΔE to the lowest compared entry with this formula, charge and spin ... 181.6 kJ/mol

Positions of all 9 atoms, in Å:
O (-0.396, 0.375, -1.555)
C (-1.686, 3.886, -1.453)
H (-0.165, -1.047, 0.514)
H (-1.705, -1.927, -1.468)
H (-1.368, 2.929, -1.775)
N (-1.789, 4.980, -1.205)
Si (-0.694, -0.920, -0.873)
H (-0.300, 2.199, 0.573)
H (-0.566, 2.883, 0.495)

Löwdin atomic charge list, values in e, 5 entries: -0.4875 -0.1340 -0.0646 -0.0558 0.0212

=====

No. 2
This record from the OMol25 dataset describes C39H37FeI2N7O6P2Se2 as an isolated structure in a non-equilibrium geometry. The level of theory is ωB97M-V with the def2-TZVPD basis set.

Results
Maximum force ... 2.06 eV/A
Charge ... +1
ΔE to the lowest compared entry with this formula, charge and spin ... 174.7 kJ/mol
Spin multiplicity ... 6

Positions of all 96 atoms, in Å:
Se (-2.605, -0.632, 0.190)
C (-4.555, 1.776, -1.837)
C (0.714, 1.661, 4.396)
H (-5.335, -0.372, -0.837)
H (0.691, -5.492, 1.657)
C (1.566, -4.483, -0.021)
H (-7.235, 2.930, -1.218)
H (3.744, 0.415, 5.268)
H (-7.645, 1.850, -2.569)
H (2.772, -0.389, -4.488)
C (0.207, 0.622, 0.977)
H (2.136, -5.344, -0.337)
N (1.581, 2.334, 0.787)
H (2.829, 0.860, 7.518)
H (-0.622, -3.517, 2.370)
O (-0.280, 1.825, -3.881)
N (-3.441, 2.062, -1.983)
H (0.127, 1.903, 3.521)
C (-2.419, 5.117, -0.904)
H (0.934, -1.280, -0.928)
H (-2.115, 6.108, -0.588)
H (0.593, 1.871, 7.761)
H (0.758, -1.875, 3.563)
O (-1.942, -0.521, -2.834)
H (-2.948, 0.156, 2.943)
C (0.815, 1.311, -3.526)
I (-0.920, 4.363, -2.268)
N (0.573, 2.519, 0.007)
C (0.151, -2.270, 0.813)
H (3.759, -3.850, 3.957)
C (-0.351, -1.394, 5.335)
C (-2.698, -1.129, -3.563)
H (-3.336, 0.197, 5.384)
C (2.237, 1.080, 6.644)
H (-4.331, -1.825, -4.074)
C (4.134, 2.303, -6.052)
H (2.212, -3.271, -1.664)
H (-3.362, 5.141, -1.438)
C (-2.234, -1.802, -4.853)
C (4.274, -2.481, 0.910)
H (3.785, -0.462, 0.369)
C (-2.225, -0.274, 3.623)
C (2.900, 0.640, -4.787)
H (0.377, -1.830, 6.003)
C (2.224, 2.948, -4.755)
C (1.415, 1.163, 1.427)
H (-6.483, 0.615, 0.092)
H (4.677, -2.722, -0.061)
C (0.979, 1.646, 6.780)
H (4.942, 2.531, -6.730)
C (4.270, -3.429, 1.921)
H (1.542, 3.712, -4.410)
C (3.770, -1.216, 1.147)
C (3.261, -1.846, 3.420)
P (2.689, 0.816, 2.619)
N (-5.797, 1.470, -1.701)
P (-0.804, -0.814, 1.311)
C (3.939, 0.989, -5.642)
C (0.036, -3.464, 1.514)
C (1.619, -3.313, -0.763)
H (-1.664, -0.790, 6.911)
C (-1.074, -0.858, 3.112)
C (0.911, -2.197, -0.351)
C (2.743, 0.811, 5.387)
Fe (-1.300, 1.388, -1.874)
H (3.424, 4.314, -5.879)
N (4.827, -0.042, -6.131)
H (-3.594, -1.950, -6.384)
C (1.968, 1.078, 4.264)
N (-0.274, 1.521, 0.094)
O (0.896, 0.599, -2.502)
C (3.281, 3.287, -5.584)
O (4.672, -1.165, -5.702)
C (3.760, -3.113, 3.169)
H (-7.011, -0.186, -1.407)
H (-3.302, -3.388, -5.647)
H (2.887, -1.594, 4.402)
C (2.022, 1.626, -4.363)
C (0.761, -4.567, 1.104)
Se (4.264, 2.212, 2.251)
I (-2.708, 3.933, 0.844)
O (-3.977, -1.270, -3.318)
H (4.674, -4.412, 1.739)
H (-0.748, 2.401, 5.760)
C (0.223, 1.944, 5.658)
O (5.667, 0.278, -6.941)
H (-1.747, -1.036, -5.461)
H (-1.469, -2.538, -4.595)
C (-2.436, -0.252, 4.990)
C (-6.177, 0.316, -0.914)
N (-3.403, -2.392, -5.494)
C (-6.835, 2.400, -2.088)
C (3.260, -0.900, 2.403)
H (-6.437, 3.130, -2.790)
C (-0.132, -1.418, 3.969)
C (-1.499, -0.808, 5.845)

Löwdin atomic charge list, values in e, 5 entries: 0.6117 -0.2747 -0.0884 0.0423 0.1131

=====

No. 3
This record from the OMol25 dataset describes C22H17N5O7PdS as an isolated structure in a non-equilibrium geometry. The level of theory is ωB97M-V with the def2-TZVPD basis set.

Results
Maximum force ... 1.26 eV/A
Charge ... -2
ΔE to the lowest compared entry with this formula, charge and spin ... 0.0 kJ/mol

Positions of all 53 atoms, in Å:
C (1.272, -4.195, 2.773)
C (-1.238, -0.870, -2.714)
N (-4.578, -1.676, 2.113)
N (1.554, 5.854, -1.587)
C (0.608, 5.940, 0.669)
N (-3.513, -1.249, 0.138)
H (-0.815, 0.474, -5.833)
O (-0.156, 7.313, 2.864)
C (2.486, -5.389, 0.601)
C (0.722, -0.541, -4.686)
H (2.949, -5.853, -0.264)
Pd (-0.564, -1.692, 0.516)
H (1.058, 3.178, -1.286)
H (-0.609, 3.402, 2.599)
H (0.775, -3.731, 3.619)
O (1.754, 7.055, -1.502)
H (-2.524, 0.145, -4.079)
C (0.775, 3.795, -0.443)
C (0.051, 5.292, 1.754)
H (-5.253, -1.019, 1.749)
H (2.030, -1.570, -3.335)
C (1.129, -1.987, 1.574)
H (1.409, -6.113, 3.722)
O (-0.784, 5.534, 3.892)
H (1.032, -1.558, 2.573)
S (-1.971, -2.289, 2.146)
H (-4.386, -1.532, 3.092)
C (2.241, -6.147, 1.742)
C (1.031, -1.190, -3.516)
O (0.480, 1.049, -0.321)
H (1.492, -0.408, -5.440)
O (1.832, 5.184, -2.557)
C (-0.569, -0.045, -4.916)
C (-2.357, -0.970, -1.788)
O (-0.646, 1.203, 1.633)
C (0.959, 5.169, -0.421)
O (0.419, -2.045, -1.422)
C (0.210, 3.168, 0.659)
C (-3.402, -1.670, 1.357)
H (1.839, -1.395, 0.989)
C (-1.515, -0.230, -3.928)
H (2.515, -7.195, 1.780)
C (-0.159, 3.923, 1.764)
N (-2.303, -1.288, -0.554)
N (-0.327, 6.107, 2.926)
H (0.762, 7.007, 0.672)
C (0.080, -1.389, -2.465)
C (1.623, -5.537, 2.827)
C (1.523, -3.415, 1.639)
C (2.133, -4.050, 0.549)
H (2.279, -3.473, -0.357)
C (-0.012, 1.629, 0.660)
H (-3.342, -0.708, -2.180)

Löwdin atomic charge list, values in e, 5 entries: -0.0785 -0.1500 0.0102 -0.3569 0.0512

=====

No. 4
This record from the OMol25 dataset describes a 5-piece molecular cluster, C38H34F4NO4 overall in a non-equilibrium geometry. The level of theory is ωB97M-V with the def2-TZVPD basis set.

Results
Maximum force ... 7.41 eV/A
Charge ... +1
Calculated total energy ... -60488.5567 eV

Positions of all 81 atoms, in Å:
F (-5.456, -3.720, -1.125)
C (4.421, -2.218, -0.121)
C (0.937, 0.159, -0.256)
C (-6.971, -6.659, -2.608)
C (4.118, 5.958, -1.158)
H (4.899, 3.618, -4.145)
H (2.655, 1.171, -1.465)
C (6.056, -2.478, 3.780)
C (-5.583, -4.920, -1.714)
H (6.846, -0.944, 2.510)
C (-0.489, -2.121, -0.669)
C (6.198, -3.214, 4.947)
H (-0.084, 1.783, 0.714)
H (3.381, 5.555, -4.448)
H (-5.241, 5.175, 1.895)
H (2.311, 1.851, 0.300)
H (-7.594, 5.683, 1.253)
H (7.412, -3.549, 6.691)
H (2.885, 7.056, -2.539)
C (5.263, 4.034, -2.066)
C (-4.442, -5.635, -2.035)
C (6.978, -1.502, 3.431)
H (3.904, 6.599, -0.310)
H (-1.595, -4.872, 2.861)
C (-1.714, -1.352, 0.034)
O (0.354, -4.441, -0.786)
C (8.216, -1.990, 5.440)
C (8.061, -1.254, 4.269)
C (-2.702, 0.937, 1.269)
H (-7.723, -4.837, -1.725)
H (-6.235, 7.051, -2.585)
H (-3.418, 2.189, -0.421)
C (-7.058, 6.397, -0.706)
H (-3.676, -7.454, -2.891)
H (-5.926, -8.362, -3.409)
C (-6.846, -5.418, -1.991)
H (-7.954, -7.056, -2.837)
H (5.937, 3.197, -1.920)
C (3.830, 5.363, -3.478)
C (-2.295, -4.330, 2.108)
C (-4.444, 5.849, 0.025)
C (4.684, 4.276, -3.309)
H (-3.435, -2.662, -0.813)
F (-3.176, 5.583, 0.379)
C (-3.099, 2.219, 0.683)
H (-3.467, -5.217, -1.810)
C (4.971, 4.876, -1.002)
C (-1.532, 0.128, 0.533)
H (-3.883, 6.571, -1.912)
H (-8.083, 6.612, -0.993)
C (-4.565, -6.881, -2.643)
C (3.548, 6.207, -2.404)
C (7.287, -2.973, 5.779)
F (5.524, 4.639, 0.197)
C (0.875, -1.343, -0.818)
H (4.719, -2.373, 0.998)
C (-6.785, 5.873, 0.555)
C (-0.556, -3.639, -1.197)
N (-0.231, 0.810, 0.365)
H (9.063, -1.800, 6.093)
C (-5.471, 5.592, 0.921)
C (-3.079, -2.220, 0.207)
O (4.385, -3.201, -0.948)
H (4.177, 0.522, 1.017)
C (-5.828, -7.391, -2.931)
H (-3.973, -1.579, 0.582)
H (-3.176, 0.551, 2.240)
H (1.810, -1.807, -1.309)
C (2.357, 0.905, -0.385)
H (-1.771, -3.405, -2.718)
H (8.783, -0.486, 4.009)
H (2.870, -0.825, 1.035)
O (-1.585, -4.136, -2.066)
C (-2.771, -3.404, 1.284)
H (5.461, -3.968, 5.198)
C (3.448, -0.079, 0.350)
O (4.132, -0.895, -0.654)
C (-6.019, 6.646, -1.602)
C (-4.705, 6.375, -1.232)
H (-3.091, 3.211, 1.296)
F (5.005, -2.714, 2.973)

Löwdin atomic charge list, values in e, 5 entries: 0.0423 -0.1853 -0.0705 -0.0746 -0.0198

=====

Q: The highest maximum force belongs to which entry?
A: C38H34F4NO4

=====

Q: Number 1 is which compound?
A: CH5NOSi